DFT (the ωB97M-V functional and the def2-TZVPD basis) results for a gas-phase ion, C5H2Cl2O5S2 (charge -2) in a non-equilibrium geometry.

## Properties
- Total charge: -2
- Kohn-Sham gap: 6.60 eV
- Molar mass: 277.11 g mol⁻¹
- HOMO: -0.0614 Eh

CARTESIAN COORDINATES (ANGSTROEM)
C 0.08570 0.74097 0.78310
C 1.13490 1.54007 0.70341
C -0.05738 -1.78690 0.38137
C -0.09079 -0.35101 -0.26062
C 1.61911 0.26957 -1.53747
O 0.89013 -2.49436 0.06874
O -0.43715 1.33441 -2.36522
O -1.04356 -1.98491 1.08931
O 1.64500 1.74282 -3.85593
O 0.35696 -0.43007 -3.82744
S 2.09575 1.66467 -0.71023
S 0.75476 0.78399 -3.08776
Cl 1.48757 2.79663 1.88413
Cl 3.02420 -0.80650 -1.78546
H -0.52160 0.60456 1.75530
H -0.71361 0.01638 -1.00415

---

DFT (the ωB97M-V functional and the def2-TZVPD basis) results for 2 unconnected molecules or ions with the total composition C5H2ClN2O2 in a non-equilibrium geometry.

## Properties
- Total charge: +1
- Kohn-Sham gap: 9.33 eV
- Molar mass: 157.54 g mol⁻¹
- HOMO: -0.5512 Eh

CARTESIAN COORDINATES (ANGSTROEM)
C -2.92243 0.15117 0.07952
C -3.89927 0.83713 0.02938
C 3.29623 -0.10548 -1.24745
C 2.50891 0.16270 -0.40866
C -0.90837 -1.22066 0.21782
N -2.00438 -0.76711 0.18381
N 1.77624 0.45664 0.71635
O 0.58407 0.30962 0.60765
O 2.24736 0.88405 1.72556
Cl 0.18746 -2.33165 0.39305
H -4.62980 1.48754 -0.14455
H 3.76398 0.13604 -2.15250

---

DFT (the ωB97M-V functional and the def2-TZVPD basis) results for C5H2ClNOS in the gas phase in a non-equilibrium geometry.

## Properties
- SMILES: N#C[C@]1(Cl)SC=CC1=O
- Total charge: 0
- Kohn-Sham gap: 8.87 eV
- Molar mass: 159.60 g mol⁻¹
- HOMO: -0.3563 Eh

CARTESIAN COORDINATES (ANGSTROEM)
N -2.19261 -0.93189 -1.47723
C -1.61660 -0.19932 -0.83901
C -0.83336 0.61179 0.03757
Cl -1.79025 1.93246 0.77241
S 0.52837 1.47135 -0.94964
C 1.61294 0.28122 -0.41346
C 1.15810 -0.63992 0.48220
C -0.23252 -0.46946 0.88302
O -0.92960 -1.10383 1.60766
H 2.49553 0.45468 -0.96260
H 1.80001 -1.40708 0.85909

---

DFT (the ωB97M-V functional and the def2-TZVPD basis) results for a molecular structure, C5H2I4 in a non-equilibrium geometry.

## Properties
- Total charge: 0
- Kohn-Sham gap: 8.75 eV
- Molar mass: 569.69 g mol⁻¹
- HOMO: -0.3237 Eh

CARTESIAN COORDINATES (ANGSTROEM)
C 0.32122 -1.07353 1.01931
C -0.78224 0.57142 -1.03083
C -0.34218 -0.52949 -0.17080
C 0.48657 0.44266 0.89826
C 0.64656 0.48985 -0.55794
I -0.76562 -2.28552 2.30122
I -1.05627 0.39553 -3.10683
I -0.62032 1.72154 2.11737
I 2.40590 0.58389 -1.71204
H 1.22667 -1.60662 0.77905
H -1.52029 1.29026 -0.53677

---

DFT (the ωB97M-V functional and the def2-TZVPD basis) results for 2 unconnected molecules or ions with the total composition C5H2N in a non-equilibrium geometry.

## Properties
- Total charge: +1
- Kohn-Sham gap (spin up / spin down): 4.38 / 4.10 eV
- Molar mass: 76.08 g mol⁻¹
- HOMO (spin up / spin down): -0.5415 / -0.5237 Eh

CARTESIAN COORDINATES (ANGSTROEM)
C -0.23273 2.07589 1.44128
C 0.00073 3.16218 1.00869
C 0.61371 -2.09700 -2.63003
C 0.30682 -1.40622 -1.72092
C -0.47369 0.66118 1.61650
N -0.52500 -0.33528 0.97492
H 0.94516 -2.76173 -3.40882
H -0.63500 0.70097 2.71840

---

DFT (the ωB97M-V functional and the def2-TZVPD basis) results for C5H2O in the gas phase in a non-equilibrium geometry.

## Properties
- SMILES: C#CC#CC=O
- Total charge: 0
- Kohn-Sham gap: 9.64 eV
- Molar mass: 78.07 g mol⁻¹
- HOMO: -0.3678 Eh

CARTESIAN COORDINATES (ANGSTROEM)
C -1.64062 -1.91069 0.04010
C -0.46778 -1.62246 0.05453
C 0.14552 -0.51442 0.54322
C 0.41142 0.56166 0.06066
C 1.15089 1.70826 -0.18574
O 1.30669 2.13217 -1.30356
H -2.47735 -2.52233 0.07582
H 1.57123 2.16782 0.71497

---

DFT (the ωB97M-V functional and the def2-TZVPD basis) results for C5H2O in the gas phase.

## Properties
- SMILES: C#CC#CC=O
- Total charge: 0
- Kohn-Sham gap: 9.48 eV
- Molar mass: 78.07 g mol⁻¹
- HOMO: -0.3661 Eh

CARTESIAN COORDINATES (ANGSTROEM)
C 2.43760 -0.48356 0.07978
C 1.56898 0.34951 -0.00204
C 0.29763 0.87605 0.05505
C -0.90626 0.81620 0.18507
C -2.08377 0.02173 0.51215
O -2.07157 -1.16105 0.26048
H 3.12069 -1.29425 0.18458
H -2.92471 0.50155 1.02946

---

DFT (the ωB97M-V functional and the def2-TZVPD basis) results for C5H2O in the gas phase in a non-equilibrium geometry.

## Properties
- Total charge: 0
- Kohn-Sham gap: 8.08 eV
- Molar mass: 78.07 g mol⁻¹
- HOMO: -0.3437 Eh

CARTESIAN COORDINATES (ANGSTROEM)
C 0.72099 1.73308 0.08124
C 0.96532 0.36515 0.06772
C -0.47578 0.64944 0.06963
C 1.92226 -0.52041 0.12481
C -1.59662 -0.05154 0.05472
O 2.80398 -1.24761 -0.00519
H -1.67964 -1.20090 -0.20393
H -2.66051 0.27279 -0.18899

---

Question: Look up the molar mass of the sixth one.
Answer: 78.07 g mol⁻¹

---

Question: What is the molar mass in the seventh record?
Answer: 78.07 g mol⁻¹